{
  "formula": "C21H29F9NO5P",
  "method": "ωB97M-V/def2-TZVPD",
  "orbital_gap_ev": 8.46,
  "total_energy_ha": -2488.42369,
  "spin_multiplicity": 1,
  "charge": 0,
  "lumo_energy_ev": -0.02,
  "elements": ["C", "C", "C", "C", "C", "C", "C", "C", "C", "C", "C", "P", "C", "O", "O", "C", "O", "O", "C", "C", "C", "C", "N", "O", "C", "F", "F", "C", "F", "F", "C", "F", "F", "C", "F", "F", "F", "H", "H", "H", "H", "H", "H", "H", "H", "H", "H", "H", "H", "H", "H", "H", "H", "H", "H", "H", "H", "H", "H", "H", "H", "H", "H", "H", "H", "H"],
  "xyz": [[5.28349, -0.25780, -1.44748], [5.45055, -0.02899, 0.12456], [6.72124, -0.77804, 0.81304], [4.56507, 0.76620, 0.93264], [3.30819, 1.44744, 0.20644], [2.36520, 2.31973, 1.19213], [0.90321, 2.48010, 0.46654], [0.73831, 4.01405, -0.02176], [-0.27452, 2.16954, 1.51116], [-1.59657, 1.49002, 0.90378], [-1.44768, -0.00189, 0.32526], [-1.89866, 0.09021, -1.51512], [-0.48713, 0.88903, -2.55196], [-3.23283, 1.18543, -1.80675], [-0.14879, -0.45240, 0.77430], [-0.19529, -1.01849, 2.11804], [0.75133, -1.20510, 2.90406], [-1.58227, -1.31488, 2.26105], [-2.31559, -1.21502, 0.97213], [-3.77581, -0.81826, 1.59816], [-4.83334, -0.30463, 0.50899], [-5.24136, 1.23266, 0.61339], [-6.24168, 1.73873, -0.38950], [-4.85068, 2.06331, 1.46708], [-2.30060, -2.71176, 0.47064], [-1.87234, -3.55699, 1.56812], [-3.67673, -3.15505, 0.27190], [-1.55612, -3.24843, -0.81117], [-2.20180, -2.96537, -2.07123], [-1.77631, -4.69456, -0.73424], [0.03346, -3.15851, -0.91362], [0.51506, -1.98789, -1.60566], [0.71275, -3.35788, 0.33966], [0.65120, -4.37976, -1.82290], [0.93014, -5.53915, -1.06252], [-0.06086, -4.60872, -3.01258], [1.94455, -3.88614, -2.23302], [5.02651, -1.36036, -1.66270], [4.51688, 0.41714, -1.95666], [6.31348, -0.01591, -1.92467], [7.45814, 0.00546, 1.21879], [6.40357, -1.55973, 1.58430], [7.29571, -1.35201, -0.01222], [4.78031, 0.83266, 2.06114], [3.74211, 2.12768, -0.62730], [2.74783, 0.60588, -0.34038], [2.88270, 3.34252, 1.29347], [2.29377, 1.85736, 2.23399], [0.92212, 1.72440, -0.38614], [-0.34486, 4.40204, 0.11923], [1.40496, 4.72413, 0.59864], [1.06556, 4.17214, -1.11959], [0.17364, 1.64052, 2.42024], [-0.62176, 3.20434, 1.90990], [-2.38139, 1.56697, 1.75610], [-1.97541, 2.26582, 0.12622], [0.54757, 0.53657, -2.17855], [-0.60222, 0.39529, -3.59540], [-0.58285, 2.02495, -2.62792], [-2.98984, 1.69539, -2.61951], [-3.67268, 0.02588, 2.38659], [-4.21695, -1.69385, 2.21586], [-5.80986, -0.90472, 0.69632], [-4.47017, -0.64552, -0.52138], [-6.05008, 1.34070, -1.32204], [-7.16360, 1.38354, -0.06990]]
}


{
  "formula": "C21H29MnN2O3Si",
  "method": "ωB97M-V/def2-TZVPD",
  "orbital_gap_ev": [7.76, 8.41],
  "total_energy_ha": -2593.45970,
  "spin_multiplicity": 5,
  "charge": 0,
  "lumo_energy_ev": [-0.04, 0.49],
  "s2": 6.249,
  "de_lowest_ev": 0.153,
  "elements": ["Mn", "C", "C", "C", "C", "C", "C", "N", "N", "Si", "C", "C", "C", "H", "H", "H", "H", "H", "H", "H", "H", "H", "H", "H", "H", "H", "H", "H", "C", "C", "C", "C", "C", "C", "C", "C", "C", "C", "O", "O", "H", "H", "H", "H", "H", "H", "H", "H", "H", "H", "H", "C", "C", "O", "H", "H", "H"],
  "xyz": [[0.68034, 0.53720, -0.33306], [3.35800, -1.65912, -2.18968], [3.58219, -1.21983, -0.77208], [4.67706, -1.62517, -0.03393], [4.79813, -1.15735, 1.27677], [3.85723, -0.31800, 1.82343], [2.76294, 0.07090, 1.02184], [2.67306, -0.38846, -0.25240], [1.71906, 0.86059, 1.35783], [1.41997, 1.70025, 2.84182], [-0.17662, 2.64788, 2.62337], [1.24315, 0.50714, 4.26143], [2.80134, 2.89679, 3.22071], [3.94117, -1.03921, -2.87470], [2.30690, -1.56760, -2.45963], [3.67275, -2.69261, -2.33173], [5.40769, -2.29479, -0.46522], [5.64251, -1.46890, 1.88059], [3.94006, 0.02414, 2.84516], [-0.91271, 2.36761, 3.38005], [-0.63161, 2.47371, 1.64527], [-0.00690, 3.72401, 2.70860], [0.53084, -0.28040, 4.00138], [0.87224, 1.01892, 5.15390], [2.18929, 0.02786, 4.52311], [2.88058, 3.64426, 2.42560], [3.77292, 2.40849, 3.32116], [2.59901, 3.42815, 4.15560], [-6.69965, -1.84504, -2.09681], [-5.23988, -1.61041, -1.81732], [-4.25415, -2.27329, -2.53354], [-2.90247, -2.03358, -2.30811], [-1.86316, -2.77909, -3.10412], [-2.54631, -1.12310, -1.31376], [-3.51422, -0.44645, -0.56412], [-3.14826, 0.56327, 0.49221], [-4.85039, -0.69812, -0.84229], [-1.10999, -0.82965, -1.05141], [-0.63032, -0.97494, 0.12124], [-0.37002, -0.31063, -1.94772], [-6.85072, -2.73640, -2.70496], [-7.13554, -0.99930, -2.63275], [-7.26259, -1.96802, -1.17062], [-4.53800, -2.99155, -3.29545], [-2.33250, -3.33390, -3.91540], [-1.32954, -3.49612, -2.47522], [-1.12234, -2.10421, -3.52968], [-2.58736, 0.10542, 1.30549], [-4.04678, 1.02331, 0.90152], [-2.53177, 1.36803, 0.08011], [-5.60965, -0.16658, -0.27781], [2.59976, 2.90914, -1.42384], [1.32619, 2.25011, -1.04563], [0.21519, 2.72048, -1.00370], [2.50039, 3.99262, -1.35268], [2.82933, 2.62862, -2.45485], [3.40421, 2.53289, -0.79393]]
}


{
  "formula": "C21H29N2O2",
  "method": "ωB97M-V/def2-TZVPD",
  "orbital_gap_ev": 8.69,
  "total_energy_ha": -1077.38676,
  "spin_multiplicity": 1,
  "charge": 1,
  "lumo_energy_ev": -2.41,
  "de_lowest_ev": 0.483,
  "elements": ["C", "H", "H", "H", "C", "C", "H", "H", "H", "C", "C", "H", "H", "C", "C", "C", "C", "C", "C", "C", "H", "O", "C", "O", "H", "H", "H", "H", "H", "C", "C", "N", "H", "C", "C", "N", "C", "C", "C", "C", "H", "H", "H", "H", "H", "H", "H", "H", "H", "H", "H", "H", "H", "H"],
  "xyz": [[6.41931, 0.26577, 0.90881], [6.37441, 0.81913, 1.84395], [7.44445, 0.28845, 0.54902], [6.14960, -0.76911, 1.10814], [5.47545, 0.87134, -0.12808], [5.58879, 0.10468, -1.44357], [5.01937, 0.58433, -2.23554], [6.62727, 0.06054, -1.76094], [5.22699, -0.91419, -1.32100], [4.04162, 0.85955, 0.41427], [3.05717, 1.63414, -0.45934], [3.42233, 2.65466, -0.58915], [2.99489, 1.17429, -1.44468], [1.65557, 1.68627, 0.16953], [1.11991, 0.28777, 0.38564], [0.81312, -0.15726, 1.66932], [0.34133, -1.44702, 1.92137], [0.18464, -2.27774, 0.83976], [0.48674, -1.84237, -0.45748], [0.94737, -0.57468, -0.70972], [1.20016, -0.27664, -1.71320], [0.22101, -2.84272, -1.34148], [-0.17526, -3.95729, -0.56353], [-0.26447, -3.55960, 0.79017], [-1.15455, -4.31712, -0.90860], [0.56777, -4.76310, -0.66610], [0.12612, -1.78316, 2.92058], [0.97649, 0.50130, 2.50956], [1.74969, 2.17396, 1.14584], [0.71202, 2.53417, -0.70141], [-0.60688, 2.85712, -0.00560], [-1.39703, 1.63509, 0.24774], [-2.27394, 1.78448, 0.86569], [-2.04480, 1.00758, -0.92147], [-3.47411, 0.71280, -0.51298], [-3.79128, 1.22892, 0.67165], [-5.01573, 1.06854, 1.14718], [-5.99011, 0.37336, 0.44854], [-5.66158, -0.16784, -0.78567], [-4.37633, 0.00279, -1.28405], [-4.08768, -0.40213, -2.24056], [-6.39514, -0.71578, -1.35584], [-6.97862, 0.25905, 0.86087], [-5.20896, 1.51215, 2.11327], [-2.04419, 1.70102, -1.76666], [-1.52099, 0.09884, -1.22631], [-0.75438, 0.95978, 0.70862], [-1.20442, 3.54402, -0.60826], [-0.40702, 3.33183, 0.95742], [0.52336, 2.02694, -1.64782], [1.20632, 3.47835, -0.93146], [4.04389, 1.30143, 1.41373], [3.70756, -0.17581, 0.51266], [5.77263, 1.91147, -0.30215]]
}


{
  "formula": "C21H29N3O2S",
  "method": "ωB97M-V/def2-TZVPD",
  "orbital_gap_ev": 8.73,
  "total_energy_ha": -1530.61644,
  "spin_multiplicity": 1,
  "charge": 0,
  "lumo_energy_ev": 0.49,
  "de_lowest_ev": 0.894,
  "elements": ["C", "H", "H", "H", "C", "N", "C", "O", "C", "H", "H", "S", "C", "N", "C", "C", "C", "C", "C", "C", "C", "O", "N", "C", "H", "H", "C", "C", "C", "C", "C", "C", "H", "H", "H", "H", "H", "H", "H", "H", "H", "H", "H", "H", "H", "H", "H", "C", "C", "H", "H", "H", "H", "H", "H", "H"],
  "xyz": [[-5.20280, -1.55005, -1.34597], [-6.20666, -1.17929, -1.15381], [-4.83136, -1.06682, -2.24621], [-5.25671, -2.62093, -1.52205], [-4.28716, -1.26436, -0.15509], [-4.19173, 0.15081, 0.13069], [-3.27168, 0.99318, -0.38829], [-3.25781, 2.18173, -0.13380], [-2.21763, 0.39403, -1.30798], [-1.65537, 1.20639, -1.76979], [-2.62732, -0.28071, -2.05551], [-0.99809, -0.55165, -0.33843], [0.26904, 0.65946, -0.12821], [0.19040, 1.71054, -0.85678], [1.09990, 2.71158, -0.67323], [1.04399, 3.85334, -1.47892], [1.93987, 4.87611, -1.27095], [2.90241, 4.79019, -0.26458], [2.96806, 3.67288, 0.53581], [2.07198, 2.62066, 0.33671], [2.13904, 1.42322, 1.16223], [2.89933, 1.26076, 2.09418], [1.23098, 0.41066, 0.80109], [1.33279, -0.84995, 1.51094], [0.33118, -1.27711, 1.60868], [1.72620, -0.61087, 2.50332], [2.27036, -1.86867, 0.84059], [1.74882, -2.36296, -0.50860], [2.66589, -3.44790, -1.06733], [4.08973, -2.92288, -1.22007], [4.61073, -2.40766, 0.11773], [3.68871, -1.32336, 0.66637], [4.06617, -0.95312, 1.62039], [3.67433, -0.48241, -0.03178], [5.61858, -2.00639, -0.00409], [4.66341, -3.23436, 0.83009], [4.74066, -3.71538, -1.59517], [4.09922, -2.10920, -1.94920], [2.66634, -4.30411, -0.38866], [2.28725, -3.78738, -2.03359], [0.73671, -2.75677, -0.39515], [1.70875, -1.53044, -1.21499], [2.31279, -2.72475, 1.52422], [3.70171, 3.57831, 1.32213], [3.59485, 5.60477, -0.11501], [1.89680, 5.75938, -1.89133], [0.28806, 3.90901, -2.24587], [-5.18400, 0.70440, 1.03711], [-4.74880, 0.57125, 2.49334], [-5.51011, 0.98725, 3.14732], [-3.82060, 1.11463, 2.64893], [-4.59157, -0.47175, 2.76081], [-5.30105, 1.76130, 0.78826], [-6.13364, 0.19047, 0.87115], [-3.29353, -1.67815, -0.33636], [-4.68747, -1.75691, 0.73473]]
}